{"formula": "C13H28InNO4P2", "method": "ωB97M-V/def2-TZVPD", "total_charge": 0, "homo_lumo_gap_ev": 7.8, "homo_energy_ev": -7.5, "total_energy_ev": -47365.0344, "multiplicity": 1, "max_force_ev_per_a": 3.9, "lumo_ha": 0.0116, "symbols": ["C", "C", "N", "C", "C", "C", "C", "P", "In", "P", "C", "O", "O", "H", "H", "H", "C", "C", "H", "H", "H", "H", "C", "C", "H", "H", "H", "H", "H", "H", "H", "H", "H", "H", "H", "H", "H", "H", "H", "H", "H", "H", "C", "C", "O", "O", "H", "H", "H"], "coordinates": [[0.94, -1.21, -4.19], [0.93, -0.92, -2.81], [-0.21, -0.99, -2.10], [-1.37, -1.19, -2.71], [-1.44, -1.43, -4.09], [-0.27, -1.45, -4.83], [2.12, -0.29, -2.17], [2.13, -0.51, -0.34], [-0.06, -0.96, 1.06], [-2.34, -0.52, -0.21], [-2.64, -1.19, -1.89], [1.72, 2.09, -2.88], [-0.48, 2.67, -2.21], [1.90, -1.18, -4.70], [-2.43, -1.58, -4.53], [-0.29, -1.62, -5.91], [3.30, -1.84, 0.15], [2.96, 1.02, 0.21], [-3.41, -0.57, -2.37], [-3.06, -2.20, -1.79], [2.10, 0.78, -2.40], [3.04, -0.73, -2.61], [-3.82, -0.96, 0.76], [-2.46, 1.27, -0.47], [0.06, 3.59, -1.14], [-0.96, 3.10, -2.93], [0.67, 2.29, -2.68], [2.17, 2.21, -3.71], [-0.06, -2.59, 0.53], [0.35, 4.00, -0.45], [4.33, -1.60, -0.17], [3.29, -1.93, 1.25], [2.99, -2.80, -0.28], [4.05, 0.89, 0.13], [2.62, 1.85, -0.43], [2.68, 1.21, 1.26], [-3.48, 1.48, -0.82], [-2.27, 1.76, 0.49], [-1.72, 1.64, -1.20], [-4.73, -0.62, 0.25], [-3.87, -2.04, 0.91], [-3.76, -0.48, 1.75], [-0.34, 0.83, 4.79], [-0.12, 0.20, 3.45], [0.60, -0.85, 3.32], [-0.71, 0.72, 2.42], [0.18, 0.25, 5.55], [-1.43, 0.82, 5.00], [0.05, 1.85, 4.75]], "nbo_charge": [-0.253, 0.274, -0.490, 0.237, -0.261, -0.151, -0.805, 0.963, 1.122, 0.962, -0.742, -1.049, -1.122, 0.218, 0.216, 0.220, -0.940, -0.952, 0.249, 0.248, 0.361, 0.230, -0.947, -0.993, 0.132, 0.449, 0.508, 0.467, -0.331, -0.221, 0.237, 0.249, 0.250, 0.228, 0.293, 0.239, 0.215, 0.257, 0.340, 0.235, 0.241, 0.253, -0.710, 0.790, -0.706, -0.739, 0.235, 0.242, 0.248]}